# 1
A molecular structure, C38H20Br4MnN4O3S2. Source: the Open Molecules 2025 dataset; level of theory: ωB97M-V/def2-TZVPD.

Structure (ORCA input):
```
! RIJCOSX wB97M-V def2-TZVPD def2/J DEFGRID3
* xyz -2 6
Mn 0.3202 0.5425 -0.0757
S -3.2679 -1.3991 6.0894
C -4.5280 -0.2666 6.3676
C -4.6038 0.6341 5.3526
C -3.6364 0.4091 4.3348
C -2.8268 -0.6674 4.5825
C -1.7392 -1.2057 3.7680
C -1.4184 -0.6006 2.5340
N -0.4704 -1.0109 1.7272
C 0.2731 -2.1035 2.0857
C 0.0242 -2.7811 3.3146
C 0.8271 -3.9315 3.6382
C 1.7792 -4.3759 2.7977
C 2.0425 -3.7160 1.5368
C 2.9821 -4.1704 0.6382
C 3.1789 -3.4832 -0.5884
C 2.3908 -2.3336 -0.7864
N 1.4899 -1.8670 0.0409
C 1.2773 -2.5566 1.2171
C 4.1340 -3.9331 -1.5707
C 4.9779 -5.0252 -1.5065
C 5.7866 -5.1898 -2.6635
C 5.5673 -4.2372 -3.6084
S 4.3691 -3.1148 -3.0883
C -0.9824 -2.3124 4.1377
H -5.1310 -0.3303 7.2591
H -5.3270 1.4375 5.3215
H -3.5538 1.0163 3.4448
H -1.9666 0.2619 2.1785
H 0.6400 -4.4395 4.5792
H 2.3716 -5.2498 3.0490
H 3.5583 -5.0567 0.8791
H 2.5306 -1.7544 -1.6983
H 5.0145 -5.6858 -0.6521
H 6.5063 -5.9895 -2.7849
H 6.0427 -4.1217 -4.5692
H -1.1706 -2.8244 5.0781
C -1.8329 -1.1653 -3.4037
C -0.9686 -0.9262 -4.4624
C 0.2695 -0.3607 -4.2234
C 0.6298 -0.0426 -2.9179
N -0.2236 -0.2735 -1.9095
C -1.4201 -0.8091 -2.1334
C 1.9164 0.5351 -2.4924
C 2.9837 0.7236 -3.3664
C 4.1866 1.2170 -2.8872
C 4.3106 1.5177 -1.5351
C 3.2395 1.3333 -0.6678
C 2.0290 0.8413 -1.1309
H -2.8140 -1.5933 -3.5519
H -1.2644 -1.1702 -5.4759
H 0.9500 -0.1540 -5.0369
H -2.0558 -0.9130 -1.2632
H 2.8884 0.4774 -4.4180
H 5.0230 1.3593 -3.5607
H 5.2513 1.8974 -1.1515
H 3.3459 1.5763 0.3811
Br -4.1697 5.3509 -2.9958
C -3.4135 3.9304 -1.9855
C -4.2250 3.0701 -1.2752
Br -6.1139 3.2591 -1.2792
C -3.6241 2.0221 -0.5415
Br -4.6609 0.7727 0.4509
C -2.2536 1.8296 -0.5015
O -1.6778 0.8603 0.1565
C -1.3914 2.7224 -1.2468
O -0.1363 2.5075 -1.2024
C -2.0175 3.7519 -1.9684
Br -0.8460 4.8743 -2.9528
O 1.7333 2.7423 3.3448
C 1.3963 2.1051 2.3876
N 1.0756 1.4666 1.4477
*
```

Calculated values
**Largest force on an atom**: 0.530 eV Å⁻¹
**Orbital gap (spin up / spin down)**: 0.140 / 0.209 Eh
**LUMO energy (spin up / spin down)**: 0.13854 / 0.13850 Ha
**Energy relative to the best compared isomer or geometry (same formula, charge and spin)**: 0.260 eV
**E_tot**: -14148.43811 hartree


# 2
A molecular structure, C2H5N3S. Source: the Open Molecules 2025 dataset; level of theory: ωB97M-V/def2-TZVPD.

Structure (ORCA input):
```
! RIJCOSX wB97M-V def2-TZVPD def2/J DEFGRID3
* xyz 0 1
C -0.2337 0.5688 0.4878
C -1.3866 -0.4532 0.2197
H 2.5043 0.8948 -1.2271
H 2.3336 1.6406 0.7159
H -0.4406 1.2942 1.3630
H -1.6542 -2.2931 -0.6586
H -0.1038 -1.5105 -1.0657
N 1.8340 1.1578 -0.1615
N 0.7833 0.5208 -0.3912
N -0.9102 -1.4735 -0.5182
S -2.7261 -0.3466 1.2358
*
```

Calculated values
**Largest force on an atom**: 9.292 eV Å⁻¹
**Orbital gap**: 0.311 Eh
**LUMO energy**: 0.01262 Ha
**Energy relative to the best compared isomer or geometry (same formula, charge and spin)**: 4.166 eV
**E_tot**: -641.53094 hartree


# 3
A single C10H13N molecule. Source: the Open Molecules 2025 dataset; level of theory: ωB97M-V/def2-TZVPD.

Structure (ORCA input):
```
! RIJCOSX wB97M-V def2-TZVPD def2/J DEFGRID3
* xyz 0 1
C -2.9864 0.5823 0.2811
C -2.7675 -0.8535 0.1516
C -1.5732 -1.4790 -0.0279
C -0.5301 -0.6625 -0.5603
C -0.5804 0.7881 -0.4072
C -1.7966 1.3387 0.0228
C 0.7887 1.5665 -0.5840
C 2.0954 1.0423 0.1651
C 1.7726 -0.2483 0.9195
N 1.7078 -1.4478 0.2515
C 0.7774 -1.3373 -0.9331
H -3.8126 1.1755 0.7734
H -3.5970 -1.4681 0.6520
H -1.4566 -2.4957 -0.2929
H -1.6616 2.4981 0.0631
H 1.1772 1.3314 -1.5840
H 0.7817 2.5912 -0.6833
H 1.8908 1.7380 1.0321
H 3.0255 1.1293 -0.3908
H 2.5786 -0.4338 1.6706
H 0.8804 0.1978 1.5823
H 1.3599 -2.3608 0.7457
H 1.2880 -0.7561 -1.7370
H 0.6379 -2.4363 -1.1102
*
```

Calculated values
**SMILES**: c1ccc2c(c1)CCCNC2
**Largest force on an atom**: 5.734 eV Å⁻¹
**Orbital gap**: 0.346 Eh
**LUMO energy**: 0.03432 Ha
**Energy relative to the best compared isomer or geometry (same formula, charge and spin)**: 3.443 eV
**E_tot**: -443.47719 hartree


# 4
A single C21H22N2O4S molecule. Source: the Open Molecules 2025 dataset; level of theory: ωB97M-V/def2-TZVPD.

Structure (ORCA input):
```
! RIJCOSX wB97M-V def2-TZVPD def2/J DEFGRID3
* xyz 0 1
C 6.4430 0.1627 -7.9761
C 6.1632 0.5956 -6.5452
O 4.9536 -0.0150 -6.1439
C 4.4759 0.2120 -4.8903
C 5.0990 1.0249 -3.9370
C 4.5458 1.2027 -2.6852
C 3.3539 0.5666 -2.3655
N 2.6897 0.6499 -1.1724
C 1.6164 -0.0540 -1.1975
N 0.7661 -0.1362 -0.1293
C -0.3823 -0.8894 -0.1551
O -0.6748 -1.5374 -1.1420
C -1.2027 -0.8654 1.0728
C -2.1321 -1.8954 1.2464
C -2.9375 -1.9379 2.3576
C -2.8553 -0.9389 3.3351
O -3.6771 -1.0958 4.3964
C -3.7523 -0.1018 5.3924
C -4.5430 1.1444 4.9351
C -4.4666 2.2748 5.9678
C -5.6012 1.9079 6.9260
C -6.5809 1.1352 6.0267
O -5.9175 0.8651 4.8006
C -1.9431 0.1009 3.1570
C -1.1281 0.1314 2.0408
S 1.2560 -0.9285 -2.6800
C 2.7287 -0.2530 -3.3318
C 3.2795 -0.4322 -4.5827
H 6.5258 -0.9195 -8.0255
H 7.3702 0.6093 -8.3237
H 5.6291 0.4767 -8.6236
H 6.0715 1.6896 -6.4918
H 6.9843 0.2788 -5.8866
H 6.0250 1.5263 -4.1695
H 5.0273 1.8297 -1.9520
H 1.0511 0.3647 0.6992
H -2.1988 -2.6575 0.4853
H -3.6516 -2.7324 2.5023
H -4.2828 -0.5832 6.2170
H -2.7511 0.1878 5.7350
H -4.1899 1.4439 3.9429
H -4.6759 3.2257 5.4778
H -3.4984 2.3352 6.4595
H -5.2319 1.2712 7.7297
H -6.0665 2.7850 7.3695
H -7.4722 1.7229 5.7869
H -6.9025 0.1953 6.4903
H -1.8592 0.8976 3.8796
H -0.4555 0.9697 1.9277
H 2.8086 -1.0555 -5.3247
*
```

Calculated values
**SMILES**: CCOc1ccc2nc(NC(=O)c3ccc(OC[C@@H]4CCCO4)cc3)sc2c1
**Largest force on an atom**: 1.007 eV Å⁻¹
**Orbital gap**: 0.298 Eh
**LUMO energy**: 0.01608 Ha
**Energy relative to the best compared isomer or geometry (same formula, charge and spin)**: 1.382 eV
**E_tot**: -1622.11014 hartree


# 5
A single H12OSi6 molecule. Source: the Open Molecules 2025 dataset; level of theory: ωB97M-V/def2-TZVPD.

Structure (ORCA input):
```
! RIJCOSX wB97M-V def2-TZVPD def2/J DEFGRID3
* xyz 0 1
O 2.2114 0.2606 -0.6099
Si 0.7667 0.6839 -1.3662
Si -0.4345 -1.2361 -1.9549
Si -1.7893 -1.6074 -0.1711
Si -0.2515 -1.0750 1.5923
Si -0.1707 1.2382 2.0714
Si 0.3845 2.2880 0.0988
H 2.9585 0.3209 -1.1608
H 1.3582 0.9830 -2.5549
H 0.5769 -2.2995 -1.8027
H -0.8883 -1.4601 -3.3325
H -2.1931 -2.9220 -0.4662
H -3.0763 -0.9354 0.1434
H -0.4800 -1.9759 2.8605
H 0.9481 -1.5638 0.8398
H -1.6306 1.3383 2.5262
H 0.5886 1.4549 3.3291
H -0.5412 3.3283 -0.4080
H 1.6626 3.1792 0.3657
*
```

Calculated values
**SMILES**: O[SiH]1[SiH2][SiH2][SiH2][SiH2][SiH2]1
**Largest force on an atom**: 3.305 eV Å⁻¹
**Orbital gap**: 0.339 Eh
**LUMO energy**: 0.00091 Ha
**Energy relative to the best compared isomer or geometry (same formula, charge and spin)**: 0.000 eV
**E_tot**: -1819.29253 hartree


# 6
A molecular structure, C4H8N2S. Source: the Open Molecules 2025 dataset; level of theory: ωB97M-V/def2-TZVPD.

Structure (ORCA input):
```
! RIJCOSX wB97M-V def2-TZVPD def2/J DEFGRID3
* xyz 0 1
C -1.0896 0.9984 1.0512
C -0.6333 -0.4058 0.7411
C -1.3924 -1.0669 -0.4060
C 0.5685 -0.5277 -0.1572
H -1.4671 2.6876 -0.0551
H -0.3969 1.7376 -0.7288
H -0.3984 1.4764 1.7305
H -2.0784 0.9210 1.4958
H -0.4574 -1.0206 1.6418
H -1.8710 -1.9950 -0.1697
H -2.0293 -0.3838 -0.9650
H 0.1878 -1.7262 -1.8855
N -1.2710 1.7221 -0.2242
N -0.0862 -1.2803 -1.0346
S 2.0808 0.0764 0.0233
*
```

Calculated values
**Largest force on an atom**: 1.686 eV Å⁻¹
**Orbital gap**: 0.335 Eh
**LUMO energy**: 0.03012 Ha
**Energy relative to the best compared isomer or geometry (same formula, charge and spin)**: 1.350 eV
**E_tot**: -664.88317 hartree